# 1
C5H14O2 | wB97M-V/def2-TZVPD

The calculation puts the total energy at -349.36707 a.u. The SMILES is CC(C)CCO.O. Its net charge is 0. For the energy above the lowest of the compared OMol25 structures with the same formula, charge and spin, the calculation gives 0.238 eV. Its maximum force is 1.1 eV Å⁻¹.

Each line ends with the Löwdin charge.
Element x y z (Å)
C  1.7684  -0.3117  -0.0272  -0.079
C  0.3230  -0.5687  -0.4451  -0.448
C  -0.2483  0.5766  -1.2636  -0.080
C  -0.5178  -0.8637  0.7748  -0.181
C  -1.9628  -1.2308  0.4304  -0.264
O  -2.5538  -1.8996  1.5512  -0.072
H  2.3637  -1.2078  0.1229  0.076
H  2.3198  0.2719  -0.7536  0.062
H  1.8565  0.2836  0.8866  0.081
H  0.2868  -1.4657  -1.0716  0.135
H  -0.5432  1.4467  -0.6784  0.083
H  -1.1455  0.2678  -1.7875  0.070
H  0.4872  0.8292  -2.0274  0.077
H  -0.1206  -1.6712  1.3788  0.122
H  -0.5657  0.0521  1.3684  0.122
H  -2.5459  -0.3393  0.1940  0.111
H  -1.9984  -1.8681  -0.4524  0.117
H  -3.2025  -2.5283  1.2259  0.078
O  2.3692  3.5353  0.2429  -0.058
H  2.0522  2.8630  -0.3722  0.014
H  1.5776  3.8287  0.7031  0.033

***

# 2
C5H14O2 | wB97M-V/def2-TZVPD

The calculation puts the total energy at -349.36292 a.u. The SMILES is CC(C)CCO.O. Its net charge is 0. For the energy above the lowest of the compared OMol25 structures with the same formula, charge and spin, the calculation gives 0.351 eV. Its maximum force is 2.0 eV Å⁻¹.

Each line ends with the Löwdin charge.
Element x y z (Å)
C  0.2533  0.0998  2.3864  -0.079
C  -0.6567  -0.4094  1.2689  -0.442
C  -1.8655  0.5241  1.1564  -0.071
C  0.1265  -0.5067  -0.0376  -0.184
C  -0.5116  -1.2051  -1.2161  -0.281
O  -0.7266  -2.5954  -1.1089  -0.056
H  1.2279  -0.3968  2.3716  0.076
H  -0.1482  -0.1352  3.3671  0.074
H  0.3568  1.1785  2.2842  0.081
H  -1.0228  -1.4044  1.4910  0.121
H  -1.4874  1.5060  0.8832  0.081
H  -2.5046  0.2071  0.3257  0.072
H  -2.4195  0.5542  2.0702  0.070
H  1.0504  -1.0322  0.2085  0.116
H  0.3956  0.4894  -0.4079  0.128
H  0.0255  -0.9326  -2.1178  0.112
H  -1.5071  -0.7569  -1.4032  0.108
H  -0.8172  -2.8295  -0.1777  0.076
O  3.3434  2.3925  -3.3821  -0.069
H  3.1404  2.0396  -4.2606  0.034
H  3.7473  3.2130  -3.7013  0.034

***

# 3
C5H14O2 | wB97M-V/def2-TZVPD

The calculation puts the total energy at -349.34627 a.u. The SMILES is CC(C)CCO.O. Its net charge is 0. For the energy above the lowest of the compared OMol25 structures with the same formula, charge and spin, the calculation gives 0.804 eV. Its maximum force is 3.2 eV Å⁻¹.

Each line ends with the Löwdin charge.
Element x y z (Å)
C  -1.6252  1.9366  1.6434  -0.087
C  -0.9166  1.2140  0.4983  -0.448
C  -1.1473  1.7842  -0.8872  -0.082
C  -1.1913  -0.3476  0.6119  -0.137
C  -0.1916  -1.1000  -0.3232  -0.262
O  0.0640  -2.4068  0.2052  -0.064
H  -1.7599  1.2466  2.4846  0.067
H  -1.1201  2.8345  1.9882  0.073
H  -2.6861  2.0978  1.4101  0.080
H  0.1622  1.2529  0.7025  0.121
H  -0.3609  1.3439  -1.5238  0.071
H  -0.9490  2.8505  -0.9448  0.078
H  -2.0473  1.4019  -1.3676  0.082
H  -0.7907  -0.5338  1.6040  0.107
H  -2.2054  -0.5716  0.3004  0.116
H  -0.6739  -1.1884  -1.2924  0.109
H  0.6990  -0.4810  -0.4388  0.111
H  0.9289  -2.3568  0.5841  0.065
O  5.2088  -2.6273  -1.8980  -0.056
H  4.5723  -3.3200  -1.7732  0.017
H  6.0301  -3.0297  -1.5834  0.038

***

# 4
C5H14O2 | wB97M-V/def2-TZVPD

The calculation puts the total energy at -348.97030 a.u. Its net charge is +1. Its multiplicity is 2. For the energy above the lowest of the compared OMol25 structures with the same formula, charge and spin, the calculation gives 2.252 eV. Its maximum force is 2.6 eV Å⁻¹.

Each line ends with the Löwdin charge.
Element x y z (Å)
C  -0.9787  1.5613  1.1201  -0.140
O  -1.4159  2.1565  -0.0988  0.194
C  -0.7888  0.1096  0.8065  -0.128
C  0.6154  -0.4514  0.6742  -0.393
C  1.5164  0.4797  -0.2020  -0.010
C  0.7073  -1.9157  0.3231  -0.054
H  -1.7911  1.7071  1.8455  0.162
H  -0.0784  2.1047  1.4396  0.179
H  -2.1546  2.7681  0.0732  0.167
H  -1.3819  -0.0928  -0.1079  0.142
H  -1.2836  -0.5038  1.5910  0.185
H  1.0894  -0.4447  1.6959  0.169
H  1.0975  0.5019  -1.2138  0.082
H  1.4260  1.5054  0.1413  0.068
H  2.5486  0.1551  -0.1847  0.100
H  1.2162  -2.5924  0.9927  0.091
H  1.0544  -2.1164  -0.6896  0.088
H  -0.3196  -2.3168  0.2565  0.094
H  0.1388  -0.6617  -3.3947  0.060
H  -0.7028  -0.7435  -2.1407  -0.032
O  -0.5146  -1.2101  -2.9273  -0.024

***

# 5
C5H14O2 | wB97M-V/def2-TZVPD

The calculation puts the total energy at -348.98794 a.u. Its net charge is +1. Its multiplicity is 2. For the energy above the lowest of the compared OMol25 structures with the same formula, charge and spin, the calculation gives 1.772 eV. Its maximum force is 2.0 eV Å⁻¹.

Each line ends with the Löwdin charge.
Element x y z (Å)
C  -0.1888  -3.6602  -0.7906  -0.073
C  -0.4293  -2.2493  -0.2127  -0.217
C  0.6942  -1.6341  0.6627  -0.152
C  0.1582  -1.3401  1.9657  0.012
C  0.2332  -0.1658  2.7074  0.264
H  -0.6835  -4.3798  -0.1385  0.081
H  -0.8416  -3.8167  -1.6591  0.089
H  0.8467  -3.7924  -1.0796  0.083
H  -0.6997  -1.5918  -1.0432  0.124
H  -1.3795  -2.2660  0.3415  0.113
H  1.0893  -0.7743  0.1146  0.137
H  1.5197  -2.3610  0.6521  0.161
H  -0.2605  -2.1798  2.5197  0.151
H  0.4769  0.7552  2.1839  0.114
H  0.0000  -0.1333  3.7633  0.112
H  1.1053  1.5981  -3.4956  0.017
H  2.5440  2.0862  -3.3648  0.055
O  1.9845  1.2800  -3.3228  -0.071
H  -2.6465  5.7648  0.9134  0.024
H  -1.4530  5.7868  0.0301  0.027
O  -2.3443  6.1436  0.0889  -0.051

***

# 6
C5H14O2Si | wB97M-V/def2-TZVPD

The calculation puts the total energy at -638.83244 a.u. The SMILES is C[Si](=O)C(C)(C)O.C. Its net charge is 0. For the energy above the lowest of the compared OMol25 structures with the same formula, charge and spin, the calculation gives 2.448 eV. Its maximum force is 4.7 eV Å⁻¹.

Each line ends with the Löwdin charge.
Element x y z (Å)
C  2.2020  1.8589  0.3936  -0.188
Si  0.6709  1.1215  -0.2835  0.658
O  -0.6488  1.8277  -0.6106  -0.314
C  0.8633  -0.7986  -0.3626  -0.705
C  -0.4145  -1.5263  -0.6598  -0.073
C  1.1936  -1.2373  1.0898  -0.079
O  1.9252  -1.2361  -1.1493  -0.058
H  2.9859  1.0506  0.6245  0.055
H  2.8137  2.4252  -0.3690  0.052
H  1.8106  2.5302  1.2412  0.068
H  -0.8492  -1.1061  -1.7208  0.154
H  -1.1790  -1.4010  0.0665  0.060
H  0.0096  -2.4924  -0.6886  0.060
H  1.3654  -2.3359  1.0761  0.102
H  0.4752  -1.0134  1.7925  0.048
H  2.1345  -0.6921  1.4569  0.089
H  1.9974  -2.2048  -1.2260  0.109
C  -3.5295  1.0319  -0.1150  -0.049
H  -4.5097  0.9299  -0.6303  0.036
H  -3.0202  0.1457  0.2293  -0.007
H  -3.4848  1.6662  0.6941  -0.019
H  -2.8115  1.4564  -0.8491  0.004